Entry 1:
7 unconnected molecules or ions with the total composition C18H52B2F8N5O5 in a non-equilibrium geometry. Source: the Open Molecules 2025 dataset; level of theory: ωB97M-V with the def2-TZVPD basis set.

The molecular weight is 592.25 g mol⁻¹. The value obtained for the total energy is -60273.6145 eV. As for the HOMO energy: -16.69 eV. The calculation puts the LUMO energy at -7.16 eV. Its total charge is +3. The value obtained for the HOMO-LUMO gap is 9.5302 eV.

Geometry (Å):
1 C -4.15 3.96 1.00
2 C -2.91 3.87 1.82
3 O -3.09 4.12 3.06
4 N -1.47 3.74 1.15
5 H -1.43 2.90 0.59
6 H -1.31 4.41 0.41
7 C -0.29 3.85 2.07
8 H -4.86 3.13 1.01
9 H -4.09 4.41 0.01
10 H -4.75 4.71 1.51
11 H -0.21 2.86 2.52
12 H -0.40 4.58 2.88
13 H 0.66 4.01 1.55
14 C -3.54 -1.93 1.60
15 C -2.73 -2.93 0.91
16 O -2.24 -3.98 1.44
17 N -2.31 -2.62 -0.54
18 H -3.14 -2.42 -1.08
19 H -1.77 -1.76 -0.55
20 C -1.62 -3.84 -1.21
21 H -3.82 -2.38 2.55
22 H -4.53 -1.92 1.14
23 H -2.99 -0.99 1.62
24 H -0.55 -3.96 -1.00
25 H -1.56 -3.68 -2.29
26 H -2.19 -4.75 -1.05
27 C 2.96 -2.54 -7.16
28 C 2.09 -2.28 -5.90
29 C 1.23 -0.93 -5.86
30 O 0.61 -0.72 -4.64
31 C -0.15 0.51 -4.51
32 N 1.12 -3.39 -5.75
33 H 0.47 -2.91 -5.14
34 H 0.73 -3.52 -6.68
35 H 1.35 -4.24 -5.27
36 H 3.40 -3.51 -7.39
37 H 3.84 -1.92 -7.28
38 H 2.31 -2.34 -8.02
39 H 2.76 -2.25 -5.04
40 H 0.48 -1.08 -6.64
41 H 1.72 -0.02 -6.22
42 H -1.03 0.59 -5.15
43 H 0.51 1.38 -4.49
44 H -0.42 0.67 -3.47
45 C -0.43 -0.86 8.19
46 C 0.27 -1.05 6.78
47 C -0.47 -0.92 5.48
48 O -1.11 0.39 5.34
49 C -1.64 0.78 4.07
50 N 1.52 -0.17 6.70
51 H 1.73 0.03 7.67
52 H 2.25 -0.72 6.28
53 H 1.42 0.72 6.24
54 H -0.54 0.13 8.63
55 H 0.22 -1.37 8.90
56 H -1.39 -1.36 8.29
57 H 0.58 -2.10 6.75
58 H -1.26 -1.67 5.48
59 H 0.11 -1.20 4.60
60 H -0.90 0.66 3.28
61 H -2.06 1.78 3.99
62 H -2.40 0.11 3.66
63 C 4.10 -0.44 -2.36
64 C 2.64 -0.06 -1.85
65 C 2.22 -0.99 -0.73
66 O 3.00 -0.73 0.43
67 C 2.33 -0.67 1.59
68 N 2.54 1.43 -1.43
69 H 1.59 1.73 -1.26
70 H 3.04 1.56 -0.56
71 H 2.85 2.03 -2.18
72 H 4.45 -0.01 -3.29
73 H 4.35 -1.48 -2.54
74 H 4.80 -0.18 -1.57
75 H 1.98 -0.03 -2.71
76 H 2.33 -2.05 -0.96
77 H 1.13 -0.98 -0.64
78 H 3.11 -0.55 2.34
79 H 1.82 -1.61 1.83
80 H 1.56 0.10 1.64
81 B -0.45 4.28 -2.35
82 F -1.56 3.94 -1.59
83 F -0.24 3.32 -3.34
84 F -0.55 5.49 -3.03
85 F 0.61 4.18 -1.39
86 B -1.24 0.73 -0.18
87 F -1.31 -0.16 -1.24
88 F -2.53 1.15 0.12
89 F -0.70 0.06 0.98
90 F -0.53 1.84 -0.60

Calculated atomic charges, method Löwdin, unit e: atom 1 (C): 0.010, atom 2 (C): -0.228, atom 3 (O): 0.083, atom 4 (N): 0.117, atom 5 (H): 0.089, atom 6 (H): 0.147, atom 7 (C): 0.022, atom 8 (H): 0.106, atom 9 (H): 0.101, atom 10 (H): 0.103, atom 11 (H): 0.072, atom 12 (H): 0.109, atom 13 (H): 0.103, atom 14 (C): 0.031, atom 15 (C): -0.314, atom 16 (O): 0.119, atom 17 (N): 0.132, atom 18 (H): 0.178, atom 19 (H): 0.109, atom 20 (C): 0.033, atom 21 (H): 0.116, atom 22 (H): 0.121, atom 23 (H): 0.082, atom 24 (H): 0.097, atom 25 (H): 0.087, atom 26 (H): 0.110, atom 27 (C): -0.022, atom 28 (C): -0.278, atom 29 (C): -0.180, atom 30 (O): -0.220, atom 31 (C): -0.043, atom 32 (N): 0.235, atom 33 (H): 0.140, atom 34 (H): 0.175, atom 35 (H): 0.182, atom 36 (H): 0.097, atom 37 (H): 0.100, atom 38 (H): 0.093, atom 39 (H): 0.141, atom 40 (H): 0.132, atom 41 (H): 0.149, atom 42 (H): 0.115, atom 43 (H): 0.085, atom 44 (H): 0.069, atom 45 (C): 0.000, atom 46 (C): -0.265, atom 47 (C): -0.173, atom 48 (O): -0.162, atom 49 (C): -0.074, atom 50 (N): 0.252, atom 51 (H): 0.162, atom 52 (H): 0.170, atom 53 (H): 0.170, atom 54 (H): 0.094, atom 55 (H): 0.087, atom 56 (H): 0.100, atom 57 (H): 0.155, atom 58 (H): 0.140, atom 59 (H): 0.126, atom 60 (H): 0.055, atom 61 (H): 0.085, atom 62 (H): 0.077, atom 63 (C): -0.014, atom 64 (C): -0.229, atom 65 (C): -0.166, atom 66 (O): -0.147, atom 67 (C): -0.157, atom 68 (N): 0.280, atom 69 (H): 0.125, atom 70 (H): 0.164, atom 71 (H): 0.176, atom 72 (H): 0.083, atom 73 (H): 0.085, atom 74 (H): 0.087, atom 75 (H): 0.121, atom 76 (H): 0.140, atom 77 (H): 0.110, atom 78 (H): 0.105, atom 79 (H): 0.096, atom 80 (H): 0.077, atom 81 (B): -1.254, atom 82 (F): 0.116, atom 83 (F): 0.106, atom 84 (F): 0.142, atom 85 (F): 0.051, atom 86 (B): -1.307, atom 87 (F): 0.135, atom 88 (F): 0.151, atom 89 (F): 0.078, atom 90 (F): 0.142

---

Entry 2:
A molecular structure, C18H52BO6Rb in a non-equilibrium geometry. Source: the Open Molecules 2025 dataset; level of theory: ωB97M-V with the def2-TZVPD basis set.

The molecular weight is 460.89 g mol⁻¹. The value obtained for the total energy is -33123.9565 eV. As for the HOMO energy: -9.30 eV. The value obtained for the energy above the lowest of the compared OMol25 structures with the same formula, charge and spin is 0.0 kJ/mol. The calculation puts the LUMO energy at -0.70 eV. Its total charge is 0. The value obtained for the HOMO-LUMO gap is 8.6052 eV.

Geometry (Å):
1 Rb -10.89 4.97 -14.21
2 B -8.04 3.79 -15.31
3 H -8.01 2.69 -15.29
4 H -7.14 4.17 -15.84
5 H -8.94 4.08 -15.87
6 H -8.08 4.22 -14.31
7 C -3.63 6.53 -15.64
8 C -4.26 5.34 -14.93
9 C -3.40 4.67 -13.87
10 O -5.55 5.71 -14.47
11 H -2.62 6.39 -16.03
12 H -3.50 7.35 -14.93
13 H -4.30 6.94 -16.40
14 H -4.27 4.53 -15.66
15 H -3.17 5.33 -13.03
16 H -2.37 4.41 -14.14
17 H -3.98 3.83 -13.48
18 H -6.19 5.09 -14.84
19 C -7.18 3.78 -19.53
20 C -5.91 3.23 -20.19
21 C -4.61 3.86 -19.77
22 O -5.87 1.85 -19.83
23 H -7.99 3.16 -19.89
24 H -7.49 4.79 -19.82
25 H -7.11 3.75 -18.44
26 H -6.08 3.20 -21.27
27 H -4.58 4.12 -18.71
28 H -4.43 4.77 -20.34
29 H -3.74 3.22 -19.90
30 H -5.90 1.79 -18.87
31 C -9.57 1.51 -18.08
32 C -10.56 1.21 -17.00
33 C -10.40 -0.09 -16.23
34 O -10.58 2.27 -16.05
35 H -8.52 1.44 -17.77
36 H -9.80 2.47 -18.55
37 H -9.60 0.75 -18.86
38 H -11.59 1.25 -17.36
39 H -10.38 -0.98 -16.86
40 H -11.16 -0.26 -15.46
41 H -9.45 -0.11 -15.70
42 H -9.65 2.34 -15.78
43 C -7.63 5.63 -11.63
44 C -7.18 4.09 -11.52
45 C -7.21 3.66 -10.08
46 O -8.17 3.31 -12.22
47 H -7.04 6.19 -10.90
48 H -8.70 5.75 -11.41
49 H -7.42 5.92 -12.66
50 H -6.24 3.93 -12.04
51 H -6.26 3.86 -9.59
52 H -7.16 2.57 -10.12
53 H -8.12 3.92 -9.55
54 H -8.14 3.51 -13.17
55 C -5.68 1.05 -14.85
56 C -5.06 1.48 -16.20
57 C -4.36 0.44 -17.00
58 O -6.06 2.17 -16.93
59 H -5.88 1.97 -14.29
60 H -4.91 0.46 -14.36
61 H -6.61 0.48 -14.90
62 H -4.34 2.28 -16.02
63 H -3.92 0.93 -17.88
64 H -5.12 -0.21 -17.43
65 H -3.67 -0.15 -16.41
66 H -6.47 2.77 -16.29
67 C -7.08 6.95 -17.42
68 C -8.32 7.32 -16.57
69 C -9.07 8.49 -17.14
70 O -9.28 6.28 -16.64
71 H -6.34 7.74 -17.29
72 H -7.27 6.88 -18.49
73 H -6.55 6.06 -17.07
74 H -8.03 7.66 -15.57
75 H -9.57 8.25 -18.07
76 H -8.34 9.28 -17.34
77 H -9.80 8.97 -16.48
78 H -8.85 5.43 -16.50

Calculated atomic charges, method Löwdin, unit e: atom 1 (Rb): 0.928, atom 2 (B): -0.411, atom 3 (H): 0.008, atom 4 (H): -0.006, atom 5 (H): -0.057, atom 6 (H): -0.036, atom 7 (C): -0.048, atom 8 (C): -0.487, atom 9 (C): -0.053, atom 10 (O): -0.049, atom 11 (H): 0.081, atom 12 (H): 0.080, atom 13 (H): 0.057, atom 14 (H): 0.113, atom 15 (H): 0.076, atom 16 (H): 0.080, atom 17 (H): 0.066, atom 18 (H): 0.014, atom 19 (C): -0.048, atom 20 (C): -0.466, atom 21 (C): -0.054, atom 22 (O): -0.077, atom 23 (H): 0.071, atom 24 (H): 0.072, atom 25 (H): 0.063, atom 26 (H): 0.135, atom 27 (H): 0.069, atom 28 (H): 0.076, atom 29 (H): 0.078, atom 30 (H): 0.032, atom 31 (C): -0.039, atom 32 (C): -0.484, atom 33 (C): -0.045, atom 34 (O): -0.124, atom 35 (H): 0.079, atom 36 (H): 0.084, atom 37 (H): 0.089, atom 38 (H): 0.135, atom 39 (H): 0.080, atom 40 (H): 0.078, atom 41 (H): 0.076, atom 42 (H): 0.004, atom 43 (C): -0.030, atom 44 (C): -0.435, atom 45 (C): -0.067, atom 46 (O): -0.106, atom 47 (H): 0.075, atom 48 (H): 0.065, atom 49 (H): 0.049, atom 50 (H): 0.126, atom 51 (H): 0.083, atom 52 (H): 0.078, atom 53 (H): 0.085, atom 54 (H): -0.025, atom 55 (C): -0.021, atom 56 (C): -0.487, atom 57 (C): -0.042, atom 58 (O): -0.102, atom 59 (H): 0.065, atom 60 (H): 0.079, atom 61 (H): 0.084, atom 62 (H): 0.120, atom 63 (H): 0.081, atom 64 (H): 0.092, atom 65 (H): 0.087, atom 66 (H): 0.002, atom 67 (C): -0.032, atom 68 (C): -0.465, atom 69 (C): -0.071, atom 70 (O): -0.119, atom 71 (H): 0.075, atom 72 (H): 0.080, atom 73 (H): 0.057, atom 74 (H): 0.137, atom 75 (H): 0.087, atom 76 (H): 0.082, atom 77 (H): 0.076, atom 78 (H): -0.004